Below is 2 unconnected molecules or ions with the total composition C3H4N2O2, with properties calculated with wB97M-V/def2-TZVPD.

XYZ file:
```
11
Properties=species:S:1:pos:R:3:forces:R:3:mulliken_charge:R:1
C -2.171 -0.330 -0.254 -0.6 -2.4 -0.6 0.169
C 0.261 0.374 0.095 -2.7 3.4 -0.9 0.141
C 2.201 -0.480 0.116 5.8 -1.1 -2.3 0.150
H -1.709 -1.465 -0.701 -1.5 3.1 1.3 0.236
H -1.454 1.734 0.638 0.7 -4.1 -3.6 0.376
H 0.803 1.402 0.289 -1.0 -2.1 -0.3 0.262
H 2.761 -1.494 0.289 -0.7 1.8 0.4 0.325
N -1.131 0.603 -0.258 0.5 4.2 4.8 -0.305
N 0.844 -0.732 0.038 0.2 0.7 0.0 -0.371
O -3.335 -0.090 0.049 2.9 -0.6 -0.7 -0.475
O 2.930 0.478 -0.301 -3.7 -2.7 1.9 -0.507
```
Positions in Å, forces in eV/Å.

Relative energy (zero: lowest compared OMol25 entry of this formula, charge and spin), eV: 5.208
LUMO level, eV: -0.7
Total charge: 0
HOMO-LUMO gap, eV: 9.9

***

Below is a single C3H4N2O2 molecule, with properties calculated with wB97M-V/def2-TZVPD.

XYZ file:
```
11
Properties=species:S:1:pos:R:3:forces:R:3:mulliken_charge:R:1
O -1.164 1.762 -0.009 -2.6 0.1 -0.5 -0.638
C -0.195 0.759 0.050 -6.1 1.0 -1.0 0.614
C 1.104 0.910 -0.093 2.7 -2.1 1.2 -0.607
N 1.531 -0.422 -0.050 2.4 -0.9 -0.4 0.187
N 0.515 -1.328 -0.059 5.3 -1.4 0.1 -0.695
C -0.498 -0.634 0.040 -4.4 1.1 -0.6 0.357
O -1.720 -1.272 -0.127 -0.1 -3.0 3.4 -0.586
H -2.181 1.571 -0.334 4.4 -0.3 1.2 0.363
H 1.806 1.685 0.150 -0.1 0.3 -0.6 0.375
H 2.501 -0.805 -0.088 -1.6 0.9 0.1 0.234
H -1.700 -2.227 0.519 0.1 4.4 -3.0 0.394
```
Positions in Å, forces in eV/Å.

Relative energy (zero: lowest compared OMol25 entry of this formula, charge and spin), eV: 4.016
LUMO level, eV: 0.6
SMILES string: Oc1c[nH]nc1O
Total charge: 0
HOMO-LUMO gap, eV: 9.2

***

Below is 2 unconnected molecules or ions with the total composition C3H4N2O2, with properties calculated with wB97M-V/def2-TZVPD.

XYZ file:
```
11
Properties=species:S:1:pos:R:3:forces:R:3:mulliken_charge:R:1
C 0.095 -0.802 -0.412 1.1 -1.2 -3.1 0.208
C -3.532 0.412 -0.290 0.2 -1.2 0.7 0.571
C 0.397 -0.339 0.885 0.9 -1.9 -1.0 -0.207
N -4.153 -0.225 0.507 0.6 3.9 0.0 -0.422
N -0.140 0.567 1.569 1.5 1.1 3.2 -0.179
O -0.687 -1.639 -0.886 0.6 1.2 1.4 -0.530
O -2.839 1.081 -0.924 0.5 1.1 -0.9 -0.404
H 1.044 -0.524 -1.132 -1.8 0.1 1.4 0.199
H -4.428 -1.112 0.603 -1.1 -3.8 0.2 0.262
H 0.396 0.775 2.496 -2.1 -0.1 -2.0 0.301
H -1.000 1.030 1.333 -0.3 0.7 0.0 0.202
```
Positions in Å, forces in eV/Å.

Relative energy (zero: lowest compared OMol25 entry of this formula, charge and spin), eV: 4.354
LUMO level, eV: 0.4
Total charge: 0
HOMO-LUMO gap, eV: 9.2

***

Below is a single C3H4N2O2 molecule, with properties calculated with wB97M-V/def2-TZVPD.

XYZ file:
```
11
Properties=species:S:1:pos:R:3:forces:R:3:mulliken_charge:R:1
O -3.202 0.731 0.135 0.8 -1.4 -0.4 -0.387
N -2.018 0.445 0.093 -0.9 2.6 0.7 0.022
C -1.540 -0.813 -0.186 1.3 -0.9 -0.8 -0.176
C -0.201 -0.896 -0.100 -0.9 -2.3 0.3 -0.102
C 0.852 -0.064 0.324 2.5 4.0 0.2 -0.154
N 1.296 0.984 -0.273 -1.4 -0.7 -1.6 -0.364
O 2.489 1.562 0.125 -0.8 -1.3 1.3 -0.346
H -2.022 -1.727 -0.514 -0.9 0.3 0.2 0.346
H 0.226 -1.915 -0.113 -0.5 0.2 -0.5 0.269
H 1.407 -0.332 1.181 0.6 -1.0 1.1 0.505
H 2.714 2.024 -0.672 0.2 0.6 -0.5 0.386
```
Positions in Å, forces in eV/Å.

Relative energy (zero: lowest compared OMol25 entry of this formula, charge and spin), eV: 7.057
LUMO level, eV: -1.0
SMILES string: O=N/C=C\C=N\O
Total charge: 0
HOMO-LUMO gap, eV: 8.0

***

Below is 2 unconnected molecules or ions with the total composition C3H4N2O2, with properties calculated with wB97M-V/def2-TZVPD.

XYZ file:
```
11
Properties=species:S:1:pos:R:3:forces:R:3:mulliken_charge:R:1
C -1.370 -0.496 -0.108 -0.1 0.0 0.0 -0.863
N 0.056 -0.168 -0.173 -0.2 0.2 -0.1 -0.143
C 0.897 -1.208 -0.588 0.0 -0.1 0.5 0.182
N 0.930 -1.216 0.652 0.1 -0.2 -0.5 -0.393
H -1.579 -1.569 -0.202 0.1 0.1 0.0 0.359
H -1.762 -0.134 0.847 0.0 0.0 -0.1 0.257
H -1.872 0.047 -0.915 0.1 -0.1 0.1 0.291
H 1.285 -1.687 -1.479 -0.1 0.0 0.1 0.298
O 2.169 1.793 0.268 -0.7 0.2 0.3 -0.422
C 1.114 2.120 0.644 0.1 0.1 0.0 0.854
O 0.094 2.521 1.045 0.7 -0.3 -0.3 -0.420
```
Positions in Å, forces in eV/Å.

Relative energy (zero: lowest compared OMol25 entry of this formula, charge and spin), eV: 3.797
LUMO level, eV: 0.8
SMILES string: CN1C=N1.O=C=O
Total charge: 0
HOMO-LUMO gap, eV: 10.6

***

Below is a single C3H4N2O2 molecule, with properties calculated with wB97M-V/def2-TZVPD.

XYZ file:
```
11
Properties=species:S:1:pos:R:3:forces:R:3:mulliken_charge:R:1
C 0.328 -1.392 0.805 0.0 -0.5 0.0 -0.698
N 0.067 -0.042 0.290 -0.2 0.2 -0.5 0.484
N 0.315 1.259 0.771 -0.2 -0.3 -0.6 -0.732
C -0.060 2.011 -0.211 0.1 -0.3 0.3 0.077
O -0.515 1.344 -1.298 0.0 -0.2 0.0 -0.329
C -0.423 0.003 -0.979 -0.1 -0.4 -0.1 0.531
O -0.721 -0.917 -1.696 0.0 0.5 -0.1 -0.586
H 1.278 -1.819 0.424 -0.2 0.6 0.4 0.285
H 0.250 -1.523 1.893 0.1 0.6 -0.4 0.289
H -0.442 -2.030 0.329 0.3 0.5 0.4 0.283
H -0.076 3.102 -0.329 0.2 -0.7 0.6 0.397
```
Positions in Å, forces in eV/Å.

Relative energy (zero: lowest compared OMol25 entry of this formula, charge and spin), eV: 1.962
LUMO level, eV: 0.9
SMILES string: Cn1ncoc1=O
Total charge: 0
HOMO-LUMO gap, eV: 10.4

***

Below is a single C3H4N2O2 molecule, with properties calculated with wB97M-V/def2-TZVPD.

XYZ file:
```
11
Properties=species:S:1:pos:R:3:forces:R:3:mulliken_charge:R:1
C -2.311 -0.078 -0.076 -0.9 -0.6 2.0 -0.998
C -0.828 0.189 -0.026 0.5 -2.3 0.6 0.789
N -0.244 1.317 -0.277 1.5 -1.6 1.9 -0.370
O 1.272 1.124 0.352 -2.7 -3.4 -3.2 -0.301
C 1.682 -0.179 -0.199 -2.7 1.5 2.8 0.022
N 1.119 -1.331 -0.183 -1.8 3.4 0.6 -0.264
O -0.270 -1.015 0.331 1.4 -0.2 -0.4 -0.249
H -2.855 -0.239 1.009 2.0 0.4 -2.5 0.244
H -2.670 -0.949 -0.719 0.8 1.6 0.6 0.254
H -2.521 0.911 -0.350 -2.1 1.2 -1.0 0.391
H 2.655 -0.088 -0.379 4.0 -0.1 -1.3 0.483
```
Positions in Å, forces in eV/Å.

Relative energy (zero: lowest compared OMol25 entry of this formula, charge and spin), eV: 7.018
LUMO level, eV: 0.2
SMILES string: CC1=NOC=NO1
Total charge: 0
HOMO-LUMO gap, eV: 10.5

***

Below is a single C3H4N2O2 molecule, with properties calculated with wB97M-V/def2-TZVPD.

XYZ file:
```
11
Properties=species:S:1:pos:R:3:forces:R:3:mulliken_charge:R:1
O 1.973 -2.015 -0.219 -0.3 1.2 0.3 -0.535
C 1.184 -1.162 0.144 -0.7 -1.6 -0.2 0.127
N 1.090 0.130 -0.298 1.3 1.0 -1.5 -0.155
C 0.051 1.004 0.171 0.4 3.2 1.1 -0.405
C -1.320 0.433 0.182 1.8 0.5 -0.5 -0.022
N -2.202 -0.225 -0.161 -1.5 0.5 0.0 0.578
O -3.269 -0.707 -0.429 0.2 -0.6 -0.1 -0.646
H 0.301 -1.478 0.829 1.2 0.9 -0.7 0.220
H 1.761 0.624 -0.989 -1.3 -2.0 1.7 0.305
H 0.169 2.023 -0.481 -0.9 -2.5 1.5 0.301
H 0.260 1.373 1.252 -0.3 -0.6 -1.6 0.232
```
Positions in Å, forces in eV/Å.

Relative energy (zero: lowest compared OMol25 entry of this formula, charge and spin), eV: 4.865
LUMO level, eV: 0.4
SMILES string: O=CNCC#[N+][O-]
Total charge: 0
HOMO-LUMO gap, eV: 10.2

***

Below is a molecular structure, C3H4N2O2, with properties calculated with wB97M-V/def2-TZVPD.

XYZ file:
```
11
Properties=species:S:1:pos:R:3:forces:R:3:mulliken_charge:R:1
C 0.111 0.254 0.805 -0.6 0.1 -0.3 0.059
C -1.123 -0.530 0.414 0.3 0.5 0.1 -0.097
C -0.314 1.077 -0.443 0.4 0.3 0.2 -0.497
N -1.323 0.038 -0.709 -1.3 0.0 -0.2 -0.468
N 1.112 -1.059 -0.735 -0.8 0.6 0.4 0.214
O 1.253 -0.533 0.549 0.4 0.6 1.0 -0.198
O 1.983 -1.797 -1.051 1.8 -1.8 -1.3 -0.392
H 0.250 0.719 1.779 0.1 -0.1 0.0 0.392
H -1.614 -1.385 0.840 -0.3 -0.4 0.0 0.376
H -0.770 2.040 -0.223 0.0 0.0 0.0 0.318
H 0.436 1.176 -1.226 0.0 0.1 0.0 0.293
```
Positions in Å, forces in eV/Å.

⟨S²⟩: 2.008
Relative energy (zero: lowest compared OMol25 entry of this formula, charge and spin), eV: 2.866
LUMO level (spin up / spin down), eV: 0.9 / -2.1
Total charge: 0
HOMO-LUMO gap (spin up / spin down), eV: 9.0 / 8.3
Multiplicity: 3

***

Below is a single C3H4N2O3 molecule, with properties calculated with wB97M-V/def2-TZVPD.

XYZ file:
```
12
Properties=species:S:1:pos:R:3:forces:R:3:mulliken_charge:R:1
H 2.740 -0.963 0.087 1.0 0.3 0.6 0.244
N 1.948 -0.340 0.201 3.1 0.9 0.6 -0.510
C 1.002 -1.001 -0.192 -4.0 -1.7 -1.8 0.191
N 0.874 -2.379 -0.610 -0.3 2.0 -0.2 -0.495
C -0.319 -0.166 -0.328 2.0 0.5 1.7 0.686
O -1.283 -0.650 -0.776 -2.3 -1.1 -1.5 -0.494
C -0.554 1.306 0.270 -1.3 0.6 1.3 0.451
O -0.780 2.344 -0.324 1.0 -2.3 1.1 -0.492
O -0.892 1.107 1.651 -0.4 3.4 -1.7 -0.482
H 1.738 -2.856 -0.991 -1.8 1.0 0.4 0.246
H -0.060 -2.434 -1.095 1.7 -0.6 0.3 0.291
H -1.307 2.042 1.951 1.4 -3.0 -1.0 0.362
```
Positions in Å, forces in eV/Å.

Relative energy (zero: lowest compared OMol25 entry of this formula, charge and spin), eV: 1.764
LUMO level, eV: 0.1
SMILES string: [H]/N=C(\N)C(=O)C(=O)O
Total charge: 0
HOMO-LUMO gap, eV: 10.3